No. 1
# C3H8O

A cluster of 2 separate species, C3H8O in total in a non-equilibrium geometry (wB97M-V/def2-TZVPD, OMol25).

Properties
highest occupied orbital energy = -9.8447 eV
orbital gap = 10.774 eV
total charge = 0
relative energy (zero: lowest compared OMol25 entry of this formula, charge and spin) = 1.1533 eV
total energy = -194.293564 hartree

Geometry (Å):
C -0.0699 0.5402 1.1525
C -1.0305 0.5290 -0.0133
C -1.6169 -0.5773 -0.4466
H -0.2643 -0.3117 1.8119
H -0.0951 1.4577 1.7303
H 0.9609 0.3746 0.8258
H -0.7701 1.3446 -0.6864
H -2.3982 -0.5807 -1.2003
H -1.5085 -1.5280 0.0562
H 1.9502 0.2048 -1.4357
H 2.2848 -0.9179 -0.4743
O 2.5575 -0.5352 -1.3200

Force components x, y, z for each atom (eV/Å):
C -0.070 -1.026 0.176
C 2.354 -0.299 -0.303
C -1.171 0.074 0.210
H -0.162 0.218 0.125
H -0.083 0.131 0.023
H 0.026 0.363 -0.150
H -1.358 0.441 -0.006
H 0.584 0.104 -0.522
H -0.120 0.035 0.490
H 0.059 -0.070 -0.097
H 0.127 0.003 -0.258
O -0.185 0.027 0.312

Okay, here come the natural (NBO) numbers, in e, for every atom: C -0.647; C -0.185; C -0.383; H 0.209; H 0.221; H 0.199; H 0.195; H 0.202; H 0.187; H 0.467; H 0.466; O -0.930

No. 2
# C3H8O

A cluster of 2 separate species, C3H8O in total in a non-equilibrium geometry (wB97M-V/def2-TZVPD, OMol25).

Properties
highest occupied orbital energy = -10.0504 eV
orbital gap = 11.158 eV
total charge = 0
relative energy (zero: lowest compared OMol25 entry of this formula, charge and spin) = 0.8089 eV
total energy = -194.306221 hartree

Geometry (Å):
C 1.8690 -4.9536 3.5228
H 2.5888 -4.9132 4.3365
H 2.0723 -5.8875 2.9981
H 2.3193 -4.2302 2.8339
H 0.8225 -4.8732 3.7383
O -1.6155 3.2780 -4.3009
C -1.3814 2.9549 -3.1704
C -1.4050 3.9265 -2.0156
H -1.1082 1.9200 -2.9151
H -2.2301 4.6413 -1.9690
H -0.5546 4.6166 -2.0542
H -1.3772 3.5205 -1.0044

Force components x, y, z for each atom (eV/Å):
C 1.996 -0.377 -1.060
H -0.601 -0.149 0.648
H -0.269 -0.281 0.182
H -0.892 0.382 -0.031
H -0.234 0.425 0.261
O -0.038 -0.054 -0.205
C -0.166 0.531 0.582
C 0.113 1.039 0.897
H 0.052 -0.200 -0.046
H -0.345 -0.352 -0.688
H 0.255 -0.327 -0.318
H 0.128 -0.638 -0.223

Okay, here come the natural (NBO) numbers, in e, for every atom: C -0.860; H 0.215; H 0.211; H 0.214; H 0.220; O -0.507; C 0.440; C -0.747; H 0.105; H 0.243; H 0.246; H 0.221

No. 3
# C3H8O2

A cluster of 3 separate species, C3H8O2 in total in a non-equilibrium geometry (wB97M-V/def2-TZVPD, OMol25).

Properties
highest occupied orbital energy (alpha / beta) = -9.1432 / -8.7607 eV
orbital gap (alpha / beta) = 9.233 / 8.723 eV
total charge = 0
relative energy (zero: lowest compared OMol25 entry of this formula, charge and spin) = 6.2068 eV
total energy = -269.366792 hartree

Geometry (Å):
C -1.4885 1.0704 -0.0491
C 0.0823 -1.2817 0.0187
O -0.1559 -1.2623 -1.1709
C 1.1864 -0.4017 0.5627
O 1.8325 0.0636 -0.6032
H -1.7956 2.0744 -0.3033
H -1.7157 0.8557 1.0161
H -2.0831 0.3449 -0.6397
H -0.3694 -2.0435 0.6601
H 1.2555 -0.3358 -1.3173
H 0.7962 0.4487 1.1412
H 1.8158 -0.9531 1.2733
H 0.6394 1.4202 -0.5887

Force components x, y, z for each atom (eV/Å):
C -0.278 0.333 -0.037
C 0.253 -0.559 -0.179
O 0.038 -0.473 0.577
C -0.059 -0.168 -0.101
O -0.011 0.192 0.135
H 0.153 0.216 0.010
H 0.830 0.237 -0.426
H 1.014 0.344 -0.091
H -0.418 0.200 0.272
H 0.647 0.507 0.257
H -0.247 -0.326 -0.149
H 0.249 -0.182 -0.539
H -2.169 -0.322 0.270

Okay, here come the natural (NBO) numbers, in e, for every atom: C -0.701; C 0.430; O -0.530; C -0.203; O -0.696; H 0.183; H 0.172; H 0.186; H 0.143; H 0.502; H 0.228; H 0.200; H 0.087

No. 4
# C3H8O2

The molecule C3H8O2 in a non-equilibrium geometry (wB97M-V/def2-TZVPD, OMol25).

Properties
highest occupied orbital energy = -9.8186 eV
orbital gap = 10.787 eV
total charge = 0
relative energy (zero: lowest compared OMol25 entry of this formula, charge and spin) = 3.0858 eV
total energy = -269.481486 hartree

Geometry (Å):
C -1.9438 -0.5459 -0.1009
C -0.1007 0.8121 -0.0564
C 1.9624 -0.1911 -0.0478
H -1.8278 -1.2886 -1.0323
H -1.4123 -1.0041 0.9030
H -3.0977 -0.2674 0.1583
H 0.0664 0.6291 1.0249
H 0.3116 1.8265 -0.2080
H 2.7530 -0.5137 -0.8621
H 1.7332 -0.9811 0.9001
H 2.2102 0.9054 0.4580
O -1.3829 0.7040 -0.3980
O 0.7285 -0.0852 -0.7390

Force components x, y, z for each atom (eV/Å):
C -1.513 -1.468 1.103
C 2.149 0.700 1.335
C 0.113 0.115 1.468
H -0.397 1.513 2.286
H -1.363 0.901 -2.491
H 2.728 -1.238 -0.755
H -0.397 -0.210 0.109
H -0.665 -0.017 -0.346
H -1.425 0.503 2.200
H 1.307 1.946 -2.486
H -0.106 -2.791 -1.319
O -0.986 0.265 -0.711
O 0.556 -0.219 -0.394

Okay, here come the natural (NBO) numbers, in e, for every atom: C -0.277; C 0.247; C -0.281; H 0.200; H 0.173; H 0.200; H 0.112; H 0.156; H 0.219; H 0.178; H 0.170; O -0.528; O -0.569

No. 5
# C3H8O2

The molecule C3H8O2 in a non-equilibrium geometry (wB97M-V/def2-TZVPD, OMol25).

Properties
highest occupied orbital energy = -9.9330 eV
orbital gap = 10.713 eV
total charge = 0
relative energy (zero: lowest compared OMol25 entry of this formula, charge and spin) = 1.9585 eV
total energy = -269.522915 hartree

Geometry (Å):
O -0.7247 1.2092 0.7883
C -1.2603 -0.0096 0.2745
C -0.1925 -0.5423 -0.6681
C 1.1937 -0.6226 -0.0720
O 1.7864 0.6570 -0.5805
H -1.3004 1.5297 1.4899
H -2.1891 0.1707 -0.2881
H -1.5221 -0.6765 1.1193
H 0.3017 0.3377 -1.2534
H -0.5339 -1.3837 -1.2917
H 1.2640 -0.5989 1.0162
H 1.7993 -1.4319 -0.4915
H 1.3780 1.3611 -0.0430

Force components x, y, z for each atom (eV/Å):
O -0.219 0.239 0.286
C -0.008 -0.161 -0.277
C 0.367 0.921 -0.590
C 0.898 0.887 -0.079
O 1.097 -0.609 1.363
H 0.085 0.036 -0.053
H 0.166 0.057 0.096
H 0.309 0.001 -0.377
H -2.974 -1.277 -0.678
H 0.230 0.301 0.345
H -0.093 -0.259 -0.027
H -0.048 0.274 0.147
H 0.190 -0.410 -0.157

Okay, here come the natural (NBO) numbers, in e, for every atom: O -0.749; C -0.061; C -0.521; C -0.085; O -0.749; H 0.475; H 0.166; H 0.158; H 0.289; H 0.217; H 0.184; H 0.194; H 0.482

No. 6
# C3H8O2

A cluster of 2 separate species, C3H8O2 in total in a non-equilibrium geometry (wB97M-V/def2-TZVPD, OMol25).

Properties
highest occupied orbital energy = -10.9690 eV
orbital gap = 11.762 eV
total charge = 0
relative energy (zero: lowest compared OMol25 entry of this formula, charge and spin) = 1.3140 eV
total energy = -269.546601 hartree

Geometry (Å):
C 1.6663 -1.5619 -0.7250
C 0.4667 -1.7644 -1.8009
H 1.9070 -2.4790 -0.0982
H 2.8175 -1.5318 -0.9946
H 1.3986 -0.7432 0.0641
H 0.1864 -0.8535 -2.3221
H -0.3742 -1.9971 -1.1799
H 0.5652 -2.5250 -2.5705
O -1.7357 1.6190 0.3290
C -0.9124 0.8593 0.7822
O 0.1341 1.2433 1.5838
H -1.0917 -0.1961 0.5923
H 0.0798 2.2293 1.6692

Force components x, y, z for each atom (eV/Å):
C 1.484 -0.653 0.932
C 1.659 0.633 1.327
H -1.507 0.549 -0.501
H -2.439 1.100 -0.574
H 0.666 -1.313 -1.717
H 0.367 0.326 0.061
H -0.667 -0.405 0.200
H 0.457 -0.239 0.277
O 0.921 -0.023 0.350
C -0.986 1.457 0.226
O -0.955 0.022 -0.846
H 1.054 -0.454 0.446
H -0.054 -0.998 -0.180

Okay, here come the natural (NBO) numbers, in e, for every atom: C -0.653; C -0.612; H 0.210; H 0.220; H 0.211; H 0.208; H 0.199; H 0.214; O -0.576; C 0.631; O -0.688; H 0.135; H 0.499

No. 7
# C3H8O2

A cluster of 2 separate species, C3H8O2 in total in a non-equilibrium geometry (wB97M-V/def2-TZVPD, OMol25).

Properties
highest occupied orbital energy (alpha / beta) = -13.7189 / -13.7173 eV
multiplicity = 2
orbital gap (alpha / beta) = 5.654 / 2.719 eV
total charge = +1
relative energy (zero: lowest compared OMol25 entry of this formula, charge and spin) = 3.6198 eV
total energy = -269.114167 hartree

Geometry (Å):
O 0.6024 -0.6847 -2.8232
C 1.2208 -1.2899 -1.9260
H 2.1735 -0.7610 -1.4921
H 0.7571 -2.1383 -1.3699
C -0.1969 0.3058 1.1819
O -0.0646 1.1240 2.3443
C -0.8611 0.7019 -0.1170
H 0.9138 0.1100 1.0181
H -0.6458 -0.6430 1.4857
H -0.8753 1.0678 2.9122
H -0.1700 1.4129 -0.5647
H -0.9911 -0.1945 -0.7231
H -1.8629 0.9889 0.0739

Force components x, y, z for each atom (eV/Å):
O 2.162 -2.235 2.568
C -1.284 3.181 -1.263
H -0.993 -0.813 -0.818
H 0.154 -0.092 -0.475
C 1.972 -1.734 1.287
O -1.765 0.426 -0.195
C 1.163 0.151 0.801
H -1.119 -0.174 -0.335
H 0.095 -0.199 0.162
H 0.988 0.106 -0.882
H -0.818 0.471 -0.599
H 0.309 -0.165 -0.130
H -0.865 1.076 -0.119

Okay, here come the natural (NBO) numbers, in e, for every atom: O 0.054; C 0.272; H 0.338; H 0.319; C -0.054; O -0.704; C -0.637; H 0.140; H 0.161; H 0.482; H 0.214; H 0.172; H 0.244

No. 8
# C3H8O2P2

The molecule C3H8O2P2 in a non-equilibrium geometry (wB97M-V/def2-TZVPD, OMol25).

Properties
highest occupied orbital energy (alpha / beta) = -5.2849 / -9.4304 eV
multiplicity = 3
orbital gap (alpha / beta) = 6.157 / 6.987 eV
total charge = 0
relative energy (zero: lowest compared OMol25 entry of this formula, charge and spin) = 1.8708 eV
total energy = -952.091231 hartree

Geometry (Å):
C 0.6187 -1.0576 0.1732
C -2.6665 0.4967 0.0574
C -1.7028 -0.6198 -0.0116
O 0.7019 -2.0644 -0.4678
O -0.3602 -0.2022 0.3646
P 2.8516 1.2658 -0.6649
P 2.5562 -0.1620 0.9247
H -2.7777 0.8975 1.1758
H -2.4218 1.3846 -0.5395
H -3.7460 0.1286 -0.2283
H -1.4912 -1.0144 -0.9939
H -1.8727 -1.4312 0.6508
H 4.2513 1.1650 -0.8837
H 3.0081 2.3698 0.1847
H 3.0511 -1.1565 0.2584

Force components x, y, z for each atom (eV/Å):
C -1.485 -1.002 -0.031
C -2.719 1.079 2.192
C 1.453 -0.368 -1.006
O -0.472 0.406 -0.082
O 0.454 0.652 0.523
P 0.587 -0.216 0.463
P 0.510 3.591 1.812
H 0.309 -0.938 -2.297
H 0.072 -0.500 -0.063
H 2.135 0.638 0.408
H -0.892 -0.222 -0.601
H -0.883 -0.740 0.530
H -0.066 -0.013 -0.247
H -0.241 0.301 0.035
H 1.237 -2.667 -1.637

Okay, here come the natural (NBO) numbers, in e, for every atom: C 0.643; C -0.638; C -0.096; O -0.547; O -0.528; P 0.035; P 0.138; H 0.220; H 0.230; H 0.233; H 0.194; H 0.190; H -0.002; H 0.006; H -0.080